<i>
Entry from the OMol25 dataset: 3 unconnected molecules or ions with the total composition C2H4O3S (ωB97M-V with the def2-TZVPD basis set).

Computed properties:
molecular weight = 108.1 g mol⁻¹
LUMO energy = -0.75 eV
Kohn-Sham gap = 10.2 eV
highest occupied orbital energy = -10.9 eV

CARTESIAN COORDINATES (ANGSTROEM)
C 2.9274 -0.8368 1.0207
C 1.8645 -1.0372 0.4951
O -0.2878 1.2002 -2.2889
O -2.1793 2.0454 -1.0276
O -1.7399 -0.4226 0.4202
S -1.6080 0.9564 -1.8392
H 3.6876 -0.8909 1.6945
H 1.0077 -0.8645 -0.1268
H -1.0886 -0.1432 1.0234
H -2.5837 -0.0067 0.6286



<ii>
Entry from the OMol25 dataset: 2 unconnected molecules or ions with the total composition C2H4O3S (ωB97M-V with the def2-TZVPD basis set).

Computed properties:
molecular weight = 108.1 g mol⁻¹
LUMO energy = -0.88 eV
Kohn-Sham gap = 9.4 eV
SMILES string = O=CC(=O)S.O
highest occupied orbital energy = -10.3 eV

CARTESIAN COORDINATES (ANGSTROEM)
O 1.1865 -1.7011 0.2311
C 1.2701 -0.5020 0.3195
C 0.1960 0.3791 0.9167
O 0.3617 1.5808 1.0539
S -1.2567 -0.5274 1.3500
H 1.9885 0.0797 -0.2672
H -0.7889 -1.6448 1.0037
O -0.6563 1.0158 -1.5714
H -1.0179 0.3263 -2.2129
H -1.2830 0.9937 -0.8234



<ii> wins, 0.0703 hartree ahead of the next structure.